This record from OMol25 describes CH5N3 in the gas phase in a non-equilibrium geometry. The level of theory is ωB97M-V with the def2-TZVPD basis set.

Values from the calculation:
Calculated total energy in eV: -5588.2248
Gap between HOMO and LUMO in eV: 9.45
Lowest unoccupied orbital energy in eV: 0.861

Geometry as ORCA input:
```
! RIJCOSX wB97M-V def2-TZVPD def2/J DEFGRID3
* xyz 0 1
N 0.226 0.341 -1.477
C -0.022 0.048 -0.242
N -1.288 -0.310 0.161
N 0.936 0.003 0.755
H 1.111 -0.080 -1.749
H -1.933 -0.280 -0.611
H -1.620 0.094 1.024
H 0.709 0.140 1.718
H 1.880 0.045 0.421
*
```

This record from OMol25 describes a molecular structure, C36H51N4NiO11PSSbTe. The level of theory is ωB97M-V with the def2-TZVPD basis set.

Values from the calculation:
Calculated total energy in eV: -141631.2808
Gap between HOMO and LUMO (spin up / spin down) in eV: 7.91 / 7.53
Expectation value of S²: 2.011
Lowest unoccupied orbital energy (spin up / spin down) in eV: -2.907 / -3.468

Geometry as ORCA input:
```
! RIJCOSX wB97M-V def2-TZVPD def2/J DEFGRID3
* xyz 1 3
Ni 0.454 -0.126 -0.396
C -5.483 1.771 7.301
C -4.113 1.374 6.769
S -3.678 2.394 5.382
O -3.821 3.782 5.737
O -4.343 1.900 4.197
C -1.934 2.081 5.133
C -1.496 2.927 3.940
N -0.546 2.224 3.067
C -0.885 1.610 1.910
N 0.199 1.112 1.310
C 1.265 1.406 2.110
C 0.817 2.079 3.195
N 1.602 2.530 4.308
O 2.799 2.352 4.226
O 1.019 3.013 5.261
C -2.269 1.609 1.374
H -5.721 1.153 8.165
H -6.253 1.614 6.548
H -5.496 2.816 7.603
H -4.090 0.346 6.407
H -3.328 1.512 7.515
H -1.842 1.015 4.921
H -1.381 2.332 6.035
H -1.048 3.858 4.267
H -2.351 3.162 3.309
H 2.280 1.132 1.881
H -2.541 2.615 1.043
H -2.993 1.311 2.135
H -2.327 0.922 0.535
C 4.624 -0.490 -0.069
O 3.554 -0.627 0.886
P 2.174 -1.354 0.556
O 2.710 -2.724 -0.055
C 1.774 -3.786 -0.342
O 1.614 -1.685 2.001
C 2.422 -2.317 3.019
H 5.453 -0.039 0.468
H 4.316 0.156 -0.891
H 4.915 -1.467 -0.449
H 2.244 -4.418 -1.089
H 0.834 -3.389 -0.732
H 1.593 -4.358 0.566
H 2.993 -1.555 3.546
H 3.100 -3.046 2.577
H 1.734 -2.810 3.698
Te 0.404 -1.193 -3.037
C 2.224 -0.591 -3.954
C 2.223 0.159 -5.128
C 3.420 0.557 -5.708
C 4.629 0.213 -5.119
C 4.639 -0.545 -3.955
C 3.441 -0.946 -3.378
C 0.153 -2.905 -4.239
C -0.763 -2.824 -5.279
C -0.945 -3.914 -6.119
C -0.218 -5.078 -5.918
C 0.694 -5.155 -4.875
C 0.880 -4.068 -4.033
H 1.285 0.426 -5.602
H 3.409 1.135 -6.624
H 5.561 0.522 -5.573
H 5.580 -0.833 -3.505
H 3.455 -1.555 -2.481
H -1.338 -1.920 -5.434
H -1.658 -3.852 -6.931
H -0.362 -5.926 -6.574
H 1.264 -6.061 -4.717
H 1.598 -4.131 -3.226
C -1.563 2.488 -2.992
C -0.087 2.550 -3.373
Sb 1.135 2.046 -1.701
C 3.114 2.505 -2.377
C 3.158 3.402 -3.611
C 0.701 3.737 -0.461
C 0.870 5.090 -1.141
H -2.195 2.741 -3.844
H -1.802 3.191 -2.191
H -1.845 1.486 -2.659
H 0.208 3.548 -3.699
H 0.146 1.854 -4.178
H 3.600 1.550 -2.583
H 3.626 2.964 -1.529
H 2.730 2.898 -4.477
H 4.190 3.657 -3.857
H 2.616 4.336 -3.463
H 1.349 3.654 0.414
H -0.323 3.596 -0.106
H 1.897 5.247 -1.473
H 0.625 5.900 -0.452
H 0.216 5.195 -2.008
O -1.732 -2.483 -1.683
C -1.861 -1.990 -0.567
O -1.334 -0.872 -0.177
C -2.684 -2.710 0.459
C -3.518 -3.751 0.059
C -4.290 -4.427 0.990
C -4.224 -4.084 2.332
C -3.368 -3.063 2.705
C -2.602 -2.359 1.795
N -3.256 -2.714 4.130
O -4.016 -3.251 4.908
O -2.349 -1.964 4.458
H -3.552 -4.013 -0.990
H -4.945 -5.227 0.673
H -4.810 -4.594 3.081
H -1.944 -1.568 2.122
*
```

This record from OMol25 describes a molecular structure, C22H35NO3P2SV in a non-equilibrium geometry. The level of theory is ωB97M-V with the def2-TZVPD basis set.

Values from the calculation:
Calculated total energy in eV: -86108.6347
Gap between HOMO and LUMO (spin up / spin down) in eV: 7.27 / 6.95
Expectation value of S²: 3.782
Lowest unoccupied orbital energy (spin up / spin down) in eV: 0.018 / -0.365

Geometry as ORCA input:
```
! RIJCOSX wB97M-V def2-TZVPD def2/J DEFGRID3
* xyz 0 4
P -0.279 2.506 2.043
P -2.416 1.272 -1.070
C -1.102 3.241 0.505
C -2.462 2.656 0.145
H -0.377 3.176 -0.319
H -1.168 4.308 0.727
H -2.977 2.221 1.020
H -3.079 3.454 -0.296
C -2.672 2.266 -2.623
H -2.701 1.580 -3.471
H -1.944 3.068 -2.791
H -3.661 2.729 -2.614
C -4.113 0.591 -1.033
H -4.776 1.160 -1.705
H -4.495 0.681 -0.005
H -4.069 -0.456 -1.366
C 1.236 3.470 1.761
H 2.000 3.243 2.511
H 0.932 4.517 1.860
H 1.606 3.298 0.744
C -1.098 3.569 3.279
H -2.170 3.335 3.359
H -0.969 4.594 2.918
H -0.583 3.464 4.243
V -0.465 0.251 2.125
C -0.923 -0.218 -2.068
C -0.505 0.087 -3.323
C 0.561 1.045 -3.637
C 2.045 0.576 -3.307
C 2.633 1.050 -2.037
C 2.137 1.154 -0.809
C 0.742 0.669 -0.270
C 0.049 -0.520 -0.910
C 0.067 -0.620 3.911
H -1.791 -0.884 -1.994
H -1.036 -0.421 -4.138
H 0.365 2.046 -3.196
H 0.521 1.134 -4.727
H 2.048 -0.519 -3.271
H 2.661 0.888 -4.171
H 3.591 1.543 -2.247
H 2.759 1.664 -0.041
H 0.058 1.526 -0.324
H 0.916 0.339 0.795
H 0.806 -1.238 -1.260
H -0.552 -1.038 -0.146
H -0.276 -1.644 4.133
H -0.151 0.059 4.748
H 1.166 -0.634 3.700
O 2.138 -1.356 1.844
C 1.344 -2.311 1.600
N -0.006 -2.250 1.692
S -0.739 -3.777 1.328
O -1.163 -4.424 2.542
O -1.563 -3.624 0.142
C 0.813 -4.582 0.877
C 1.070 -5.905 0.463
C 2.394 -6.231 0.167
C 3.419 -5.300 0.402
C 3.145 -4.033 0.928
C 1.813 -3.668 1.146
H 0.254 -6.635 0.405
H 2.612 -7.220 -0.234
H 4.436 -5.599 0.181
H 3.947 -3.326 1.162
*
```

This record from OMol25 describes 2 unconnected molecules or ions with the total composition C2H6Cl2O in a non-equilibrium geometry. The level of theory is ωB97M-V with the def2-TZVPD basis set.

Values from the calculation:
Calculated total energy in eV: -29263.6368
Gap between HOMO and LUMO in eV: 11.47
Lowest unoccupied orbital energy in eV: 0.743

Geometry as ORCA input:
```
! RIJCOSX wB97M-V def2-TZVPD def2/J DEFGRID3
* xyz 0 1
Cl 0.506 -0.172 -0.473
C 0.491 -1.113 0.960
C -0.553 -0.667 1.984
Cl -0.126 0.937 2.622
H 0.322 -2.176 0.699
H 1.478 -1.041 1.455
H -1.535 -0.481 1.509
H -0.706 -1.402 2.798
O 0.099 1.641 -3.869
H -0.200 2.240 -4.591
H 0.225 2.233 -3.093
*
```

This record from OMol25 describes a molecular structure, C34H31MnN6O2. The level of theory is ωB97M-V with the def2-TZVPD basis set.

Values from the calculation:
Calculated total energy in eV: -80115.6438
Gap between HOMO and LUMO (spin up / spin down) in eV: 8.83 / 8.19
Expectation value of S²: 0.772
Lowest unoccupied orbital energy (spin up / spin down) in eV: -2.189 / -2.266

Geometry as ORCA input:
```
! RIJCOSX wB97M-V def2-TZVPD def2/J DEFGRID3
* xyz 1 2
Mn 0.521 -0.429 -0.202
C -2.119 0.934 -0.012
C -1.384 1.870 -0.975
C -0.939 1.180 -2.235
C -1.330 1.635 -3.485
C -0.910 0.959 -4.618
C -0.110 -0.161 -4.470
C 0.247 -0.555 -3.195
N -0.157 0.098 -2.098
N -1.200 0.145 0.834
C -1.858 -1.090 1.318
C -1.639 -2.247 0.383
C -2.529 -3.296 0.257
C -2.171 -4.381 -0.533
C -0.939 -4.382 -1.164
C -0.110 -3.282 -1.010
N -0.463 -2.238 -0.258
C -0.713 0.934 1.981
C 0.499 0.270 2.587
C 0.908 0.506 3.886
C 2.074 -0.096 4.338
C 2.782 -0.923 3.483
C 2.299 -1.120 2.201
N 1.184 -0.533 1.763
H -2.721 0.228 -0.587
H -2.803 1.506 0.625
H -0.511 2.310 -0.483
H -2.046 2.695 -1.238
H -1.956 2.513 -3.562
H -1.204 1.301 -5.601
H 0.245 -0.722 -5.323
H 0.889 -1.411 -3.034
H -2.920 -0.918 1.511
H -1.396 -1.363 2.270
H -3.481 -3.269 0.771
H -2.847 -5.217 -0.647
H -0.616 -5.213 -1.774
H 0.865 -3.225 -1.485
H -1.499 1.073 2.732
H -0.423 1.922 1.616
H 0.328 1.155 4.529
H 2.421 0.079 5.347
H 3.696 -1.407 3.794
H 2.813 -1.753 1.490
O 3.220 -2.674 -2.151
C 3.337 -1.556 -1.692
N 4.434 -0.740 -1.775
C 4.232 0.562 -1.160
C 2.769 0.368 -0.754
O 1.969 1.181 -0.234
N 2.356 -0.866 -0.989
C 4.431 1.721 -2.138
C 3.799 2.943 -1.926
C 4.020 4.007 -2.788
C 4.877 3.866 -3.870
C 5.508 2.652 -4.086
C 5.286 1.586 -3.225
C 5.074 0.749 0.111
C 6.198 -0.035 0.339
C 6.963 0.145 1.484
C 6.607 1.106 2.418
C 5.482 1.888 2.197
C 4.721 1.714 1.051
H 5.263 -1.040 -2.255
H 3.119 3.061 -1.094
H 3.520 4.950 -2.611
H 5.051 4.698 -4.539
H 6.179 2.529 -4.925
H 5.790 0.650 -3.421
H 6.486 -0.801 -0.368
H 7.839 -0.469 1.643
H 7.205 1.248 3.308
H 5.196 2.643 2.918
H 3.842 2.323 0.897
*
```

This record from OMol25 describes a molecular structure, C41H52CdF3N8O5S in a non-equilibrium geometry. The level of theory is ωB97M-V with the def2-TZVPD basis set.

Values from the calculation:
Calculated total energy in eV: -89067.1055
Gap between HOMO and LUMO in eV: 4.34
Lowest unoccupied orbital energy in eV: 2.058

Geometry as ORCA input:
```
! RIJCOSX wB97M-V def2-TZVPD def2/J DEFGRID3
* xyz -1 1
Cd 13.241 14.567 10.382
N 12.188 15.993 12.518
C 11.756 16.821 13.214
C 11.185 17.724 14.127
C 10.224 18.642 13.725
C 9.772 19.619 14.625
C 10.156 19.613 15.951
C 11.164 18.687 16.371
C 11.661 17.755 15.489
H 9.879 18.546 12.708
H 9.111 20.430 14.271
H 9.748 20.289 16.690
H 11.497 18.711 17.390
H 12.270 16.924 15.800
F 19.103 12.127 17.738
C 19.379 13.173 16.861
F 19.076 14.309 17.586
F 20.722 13.195 16.709
C 18.557 13.115 15.606
C 17.978 11.927 15.079
C 16.941 12.020 14.170
C 16.489 13.257 13.733
C 17.198 14.440 14.111
C 18.225 14.382 15.002
C 15.428 13.406 12.787
C 14.465 13.767 12.041
H 18.419 10.954 15.450
H 16.522 11.105 13.827
H 16.885 15.413 13.699
H 18.856 15.232 15.254
C 13.231 6.758 8.315
C 11.807 7.043 7.761
C 10.616 6.958 8.735
C 11.676 8.345 6.897
N 11.737 9.610 7.662
C 12.573 10.150 8.586
N 12.274 11.414 8.811
N 11.277 11.698 7.936
N 10.892 10.658 7.325
H 13.206 5.832 8.833
H 13.560 7.550 9.027
H 13.955 6.691 7.430
H 11.643 6.264 6.983
H 10.532 7.858 9.344
H 10.720 6.094 9.423
H 9.666 6.803 8.229
H 10.693 8.383 6.438
H 12.435 8.400 6.123
H 13.342 9.633 9.078
C 8.990 10.881 11.553
N 9.733 10.851 12.821
C 9.103 10.014 13.851
C 9.597 10.357 15.256
C 11.132 10.539 15.229
N 11.455 11.509 14.241
C 12.805 12.066 14.339
C 10.753 11.741 13.052
O 11.102 12.581 12.239
H 8.061 11.443 11.645
H 8.819 9.822 11.243
H 9.605 11.373 10.752
H 9.311 8.950 13.610
H 8.008 10.216 13.824
H 9.313 9.545 15.872
H 9.022 11.239 15.626
H 11.709 9.621 14.982
H 11.507 10.905 16.207
H 13.202 11.830 15.335
H 12.812 13.147 14.176
H 13.461 11.575 13.600
C 16.247 15.272 7.768
C 16.106 14.519 9.106
C 17.396 13.848 9.498
C 15.026 13.525 9.087
H 17.105 15.956 7.758
H 15.365 15.896 7.673
H 16.449 14.542 7.003
H 15.916 15.220 9.931
H 17.619 13.124 8.704
H 17.261 13.260 10.418
H 18.230 14.583 9.673
H 15.069 12.705 9.793
H 14.353 13.447 8.242
C 7.850 13.505 8.384
C 8.057 14.872 9.002
C 8.910 15.099 10.135
C 8.986 16.339 10.692
C 8.410 17.471 10.064
C 7.579 17.276 8.939
C 7.378 15.993 8.452
S 9.685 20.012 9.740
O 10.237 20.699 10.896
O 8.628 18.720 10.593
N 10.621 18.749 9.202
C 11.370 18.754 7.959
C 11.709 17.299 7.544
C 12.379 16.408 8.618
O 13.566 16.609 8.957
O 11.668 15.493 9.138
H 7.126 12.876 8.920
H 8.805 13.009 8.434
H 7.560 13.657 7.349
H 9.486 14.252 10.499
H 9.492 16.487 11.643
H 7.151 18.169 8.481
H 6.722 15.872 7.595
H 10.993 18.212 9.962
H 12.290 19.341 8.005
H 10.738 19.288 7.246
H 12.342 17.278 6.668
H 10.817 16.785 7.209
*
```